9
Properties=species:S:1:pos:R:3:nbo_charge:R:1 method="wB97M-V/def2-TZVPD" e_tot_ev=-36116.74230 smiles="S=C(S)/C=N/S"
C 0.007 0.705 0.199 0.02
C -0.562 -0.557 0.628 -0.38
H 1.740 1.406 -2.668 0.13
H -0.348 1.604 0.715 0.20
H 1.512 -1.479 0.098 0.14
N 0.963 0.698 -0.676 -0.53
S 1.306 2.132 -1.614 0.19
S 0.384 -1.975 0.586 0.16
S -2.086 -0.613 1.130 0.07